# 1
ORCA calculation (ωB97M-V with the def2-TZVPD basis set) on a molecular structure, C16H35AlBrCsF3KMgNO8P2.

Summary:
* gap between HOMO and LUMO: 0.035 Ha
* E_LUMO: -11.90 eV
* charge: +3

```
70
C16H35AlBrCsF3KMgNO8P2 (ωB97M-V with the def2-TZVPD basis set)
C 2.327 1.697 1.984
O 1.396 0.550 1.995
C 0.822 0.289 0.668
C -0.810 0.210 0.605
C -1.586 0.410 2.031
C -3.101 1.047 1.897
C -3.152 2.573 1.303
P -1.498 3.541 1.439
Br -1.612 5.197 3.001
H 3.248 1.368 1.311
H 1.855 2.707 1.624
H 2.729 1.869 3.086
H 1.302 1.075 -0.075
H 1.226 -0.782 0.328
H -1.104 -0.841 0.128
H -1.175 1.039 -0.171
H -1.021 1.055 2.829
H -1.738 -0.678 2.498
H -3.832 0.287 1.340
H -3.529 1.106 3.010
H -3.944 3.175 1.963
H -3.582 2.505 0.211
H -1.315 4.180 0.129
C 1.222 1.807 -3.227
C 2.510 2.150 -3.971
N 3.726 2.004 -3.167
C 4.913 2.578 -3.809
C 5.394 1.940 -5.109
C 3.933 0.699 -2.537
C 4.006 -0.521 -3.449
H 1.115 2.412 -2.320
H 0.358 2.008 -3.869
H 1.178 0.749 -2.949
H 2.420 3.198 -4.288
H 2.556 1.549 -4.884
H 5.745 2.588 -3.093
H 4.710 3.639 -4.010
H 5.909 0.995 -4.926
H 6.115 2.602 -5.599
H 4.580 1.766 -5.817
H 3.126 0.534 -1.813
H 4.839 0.731 -1.918
H 3.246 -0.509 -4.235
H 3.847 -1.432 -2.856
H 4.989 -0.617 -3.914
K -4.144 -1.097 2.090
O -3.195 5.184 6.432
H -3.092 4.952 5.527
O -6.211 4.642 1.541
P -6.444 5.406 2.854
O -7.947 5.422 3.179
O -5.936 6.849 2.704
O -5.681 4.711 3.994
C -1.131 -8.797 1.883
C -0.699 -7.705 0.922
O -1.818 -6.881 0.559
C -2.160 -5.900 1.454
O -1.576 -5.708 2.516
C -3.329 -5.072 0.921
F -4.325 -5.840 0.394
F -2.943 -4.221 -0.071
F -3.916 -4.299 1.879
H -1.959 -9.376 1.461
H -0.299 -9.474 2.099
H -1.487 -8.375 2.828
H -0.325 -8.157 -0.001
H 0.114 -7.099 1.337
Cs 7.153 1.599 -3.286
Mg 1.153 -8.685 0.459
Al -2.147 3.472 4.950
```

Löwdin population analysis, charges in e, atoms 1 to 2: C -0.106; O -0.270

***

# 2
ORCA calculation (ωB97M-V with the def2-TZVPD basis set) on 3 unconnected molecules or ions with the total composition C16H35ClNO3.

Summary:
* ΔE to the lowest compared entry with this formula, charge and spin: 14.8 kcal per mole
* gap between HOMO and LUMO: 0.248 Ha
* E_LUMO: -4.54 eV
* charge: +1

```
56
C16H35ClNO3 (ωB97M-V with the def2-TZVPD basis set)
O -2.539 -0.692 3.276
C -3.081 0.454 3.955
C -1.988 1.596 3.882
C -1.134 1.535 5.195
C 0.188 2.377 5.177
C 0.817 2.535 3.765
N 2.283 2.767 3.632
C 2.520 3.060 2.386
C 1.190 3.114 1.536
C 0.268 3.572 2.753
Cl 0.789 5.289 3.069
H -2.641 -0.519 2.338
H -3.346 0.200 5.001
H -4.008 0.734 3.409
H -2.520 2.574 3.811
H -1.422 1.409 2.948
H -1.770 1.974 5.997
H -0.996 0.469 5.459
H 0.045 3.351 5.685
H 0.935 1.813 5.791
H 0.717 1.519 3.322
H 2.995 2.713 4.354
H 3.551 3.242 2.041
H 0.937 2.118 1.103
H 1.165 3.985 0.859
H -0.823 3.581 2.601
C -3.524 1.054 -1.294
C -2.098 1.565 -1.183
O -1.210 0.648 -0.558
C -1.056 -0.616 -1.197
C -0.528 -0.523 -2.617
H -3.919 0.804 -0.306
H -4.164 1.813 -1.746
H -3.588 0.155 -1.908
H -2.092 2.466 -0.566
H -1.710 1.859 -2.163
H -1.999 -1.171 -1.165
H -0.346 -1.181 -0.590
H -1.206 0.028 -3.271
H -0.395 -1.521 -3.037
H 0.434 -0.006 -2.633
C 1.723 -4.836 -6.151
C 1.560 -3.474 -5.499
O 1.302 -3.537 -4.104
C 2.296 -4.163 -3.309
C 3.655 -3.488 -3.388
H 0.832 -5.446 -5.988
H 1.880 -4.726 -7.225
H 2.573 -5.385 -5.745
H 0.702 -2.969 -5.945
H 2.430 -2.840 -5.695
H 2.370 -5.225 -3.564
H 1.936 -4.117 -2.279
H 4.065 -3.512 -4.399
H 4.364 -3.989 -2.728
H 3.578 -2.440 -3.090
```

Löwdin population analysis, charges in e, atoms 1 to 2: O -0.080; C -0.229

***

# 3
ORCA calculation (ωB97M-V with the def2-TZVPD basis set) on 6 unconnected molecules or ions with the total composition C16H35FN11O8.

Summary:
* gap between HOMO and LUMO: 0.299 Ha
* E_LUMO: -3.37 eV
* charge: +1

```
71
C16H35FN11O8 (ωB97M-V with the def2-TZVPD basis set)
C 1.797 -1.718 2.258
O 0.557 -2.307 1.824
C -0.530 -1.970 2.646
C -1.192 -0.692 2.230
N -0.551 0.077 1.338
C -1.018 1.252 0.901
C -2.209 1.727 1.398
C -2.906 0.969 2.330
C -4.146 1.552 2.937
O -4.057 2.100 3.985
O -5.299 1.496 2.287
C -2.422 -0.279 2.741
C -3.193 -1.128 3.711
C -3.864 -2.386 3.088
C -4.169 -2.320 1.614
F -4.942 -1.212 1.297
H 2.321 -2.343 2.967
H 1.625 -0.743 2.717
H 2.399 -1.547 1.371
H -1.230 -2.794 2.642
H -0.176 -1.856 3.676
H 0.337 -0.243 0.968
H -0.465 1.821 0.169
H -2.606 2.682 1.092
H -5.177 1.243 1.360
H -2.545 -1.469 4.513
H -3.955 -0.531 4.194
H -3.241 -3.268 3.211
H -4.788 -2.589 3.619
H -3.277 -2.284 0.991
H -4.732 -3.203 1.325
C -5.384 5.134 0.264
O -4.675 4.652 -0.609
N -5.573 4.496 1.456
N -6.026 6.326 0.116
H -6.139 4.845 2.206
H -5.119 3.615 1.566
H -5.901 6.811 -0.753
H -6.609 6.734 0.822
C 5.323 -2.247 3.630
O 4.247 -1.920 4.111
N 5.526 -2.378 2.283
N 6.410 -2.507 4.407
H 6.404 -2.643 1.880
H 4.751 -2.193 1.678
H 6.297 -2.418 5.399
H 7.304 -2.774 4.041
C 0.993 3.525 -1.726
O 0.838 3.033 -0.608
N 2.101 3.289 -2.468
N 0.064 4.350 -2.285
H 2.257 3.690 -3.373
H 2.804 2.678 -2.084
H -0.760 4.553 -1.750
H 0.170 4.769 -3.189
C 4.583 0.299 -3.744
O 4.888 1.116 -2.885
N 4.691 0.563 -5.079
N 4.117 -0.949 -3.459
H 4.447 -0.102 -5.791
H 5.043 1.463 -5.344
H 4.020 -1.201 -2.495
H 3.886 -1.607 -4.183
C 2.658 -3.454 -6.510
O 3.290 -2.513 -6.049
N 3.170 -4.267 -7.474
N 1.393 -3.754 -6.095
H 2.672 -5.041 -7.870
H 4.098 -4.067 -7.799
H 0.989 -3.167 -5.391
H 0.856 -4.517 -6.461
```

Löwdin population analysis, charges in e, atoms 1 to 2: C -0.072; O -0.163

***

# 4
ORCA calculation (ωB97M-V with the def2-TZVPD basis set) on 5 unconnected molecules or ions with the total composition C16H35N4O8P.

Summary:
* ΔE to the lowest compared entry with this formula, charge and spin: 0.0 kcal per mole
* gap between HOMO and LUMO: 0.248 Ha
* SMILES: C=COP(=O)(O)OC=C.CNC(C)=O.CNC(C)=O.CNC(C)=O.CNC(C)=O
* E_LUMO: 0.07 eV
* charge: 0

```
64
C16H35N4O8P (ωB97M-V with the def2-TZVPD basis set)
C -4.253 5.378 2.212
C -3.952 4.639 1.126
O -3.848 3.253 1.214
P -4.861 2.368 0.327
O -4.446 2.057 -1.037
O -6.194 3.241 0.317
O -5.426 1.162 1.327
C -4.453 0.428 1.866
C -3.135 0.408 1.428
H -5.134 5.146 2.803
H -3.640 6.205 2.546
H -3.873 5.045 0.121
H -6.564 3.298 1.205
H -4.829 -0.185 2.697
H -2.368 1.025 1.876
H -2.880 -0.281 0.633
C -0.642 -3.458 2.526
N -1.930 -2.783 2.542
C -2.869 -2.762 3.508
C -2.598 -3.541 4.774
O -3.912 -2.132 3.342
H 0.154 -2.736 2.375
H -0.620 -4.164 1.694
H -0.467 -3.994 3.454
H -2.175 -2.250 1.719
H -3.450 -3.423 5.437
H -2.466 -4.601 4.554
H -1.705 -3.168 5.275
C 1.161 1.498 -0.315
N 0.270 0.415 0.042
C -0.220 -0.569 -0.760
C 0.201 -0.556 -2.205
O -0.970 -1.411 -0.292
H 2.077 1.451 0.280
H 0.683 2.460 -0.124
H 1.427 1.441 -1.365
H -0.054 0.354 0.996
H -0.269 -1.396 -2.708
H -0.123 0.369 -2.686
H 1.282 -0.652 -2.295
C 4.292 0.479 1.691
N 3.508 -0.538 2.361
C 2.907 -1.632 1.816
C 3.056 -1.842 0.326
O 2.274 -2.407 2.514
H 5.301 0.515 2.104
H 3.835 1.462 1.824
H 4.359 0.269 0.628
H 3.370 -0.457 3.356
H 2.522 -2.747 0.056
H 2.631 -1.007 -0.231
H 4.105 -1.955 0.051
C 3.120 0.875 -6.818
N 2.726 0.292 -5.550
C 3.516 -0.267 -4.599
C 5.004 -0.306 -4.863
O 3.030 -0.721 -3.574
H 2.817 1.922 -6.863
H 2.641 0.346 -7.642
H 4.195 0.818 -6.946
H 1.746 0.284 -5.315
H 5.486 -0.781 -4.014
H 5.224 -0.882 -5.761
H 5.404 0.702 -4.978
```

Löwdin population analysis, charges in e, atoms 1 to 2: C 0.028; C -0.231